#P
Molecular formula: C4H8N
Method: DFT, ωB97M-V/def2-TZVPD

Geometry as ORCA input:
```
! wB97M-V def2-TZVPD RIJCOSX def2/J DEFGRID3
* xyz 1 1
C -1.07756 -1.05146 0.29328
C -0.44667 0.60173 -1.04839
C -1.05141 0.39258 0.24988
C 1.50735 -0.06553 0.34968
N 0.12019 -0.32588 -0.17909
H -0.99328 -1.64424 1.18321
H -1.60144 -1.72689 -0.48912
H -0.96077 0.40710 -1.94707
H 0.28595 1.48709 -1.13124
H -1.26925 1.86477 1.54148
H 2.22391 -0.75712 -0.31571
H 1.64907 0.97531 0.10730
H 1.61389 -0.15747 1.38579
*
```

Properties
HOMO (alpha / beta), eV: -15.62 / -15.62
LUMO energy (alpha / beta), eV: -5.88 / -5.88
Kohn-Sham gap (alpha / beta), eV: 9.7 / 9.7

The computed Löwdin charges, all in e, follow: atom 1 (C): 0.017, atom 2 (C): -0.069, atom 3 (C): -0.122, atom 4 (C): 0.065, atom 5 (N): -0.169, atom 6 (H): 0.129, atom 7 (H): 0.174, atom 8 (H): 0.126, atom 9 (H): 0.165, atom 10 (H): 0.351, atom 11 (H): 0.168, atom 12 (H): 0.083, atom 13 (H): 0.082

=====

#Q
Molecular formula: C4H8N
Method: DFT, ωB97M-V/def2-TZVPD

Geometry as ORCA input:
```
! wB97M-V def2-TZVPD RIJCOSX def2/J DEFGRID3
* xyz 1 1
C -1.46502 -0.35023 0.04299
C -0.15708 -0.17076 -0.39399
C 0.23887 -0.57838 -1.79348
C 0.57331 0.75918 1.71872
N 0.77657 0.34423 0.38678
H -2.19190 -0.79182 -0.63651
H -0.22868 -1.51263 -2.07885
H -1.81605 -0.08565 1.02794
H 1.31825 -0.68268 -1.84092
H -0.06738 0.17511 -2.51580
H -0.44710 0.77244 2.08963
H 1.04311 1.73914 1.82084
H 1.17871 0.09316 2.33728
*
```

Properties
HOMO, eV: -16.15
LUMO energy, eV: -8.37
Kohn-Sham gap, eV: 7.8

The computed Löwdin charges, all in e, follow: atom 1 (C): 0.349, atom 2 (C): -0.324, atom 3 (C): -0.010, atom 4 (C): -0.053, atom 5 (N): 0.175, atom 6 (H): 0.127, atom 7 (H): 0.091, atom 8 (H): 0.099, atom 9 (H): 0.095, atom 10 (H): 0.101, atom 11 (H): 0.082, atom 12 (H): 0.129, atom 13 (H): 0.138

=====

Q: Which of them is the least stable? A: #P.

=====

#P
Molecular formula: C4H8N
Method: DFT, ωB97M-V/def2-TZVPD

Geometry as ORCA input:
```
! wB97M-V def2-TZVPD RIJCOSX def2/J DEFGRID3
* xyz 1 1
C 1.56313 -2.56408 0.66588
C 0.48324 -1.91886 0.69125
C -0.55927 2.09027 -0.05293
C -0.13829 1.86588 -1.27522
N -0.52545 -1.23772 0.64158
H 1.62216 -3.42756 0.10325
H 2.17564 -2.44646 1.59522
H -1.31638 2.88573 0.14269
H -0.10441 1.46628 0.76236
H -0.49236 2.61229 -1.92039
H 0.72628 1.11651 -1.61126
H -1.30930 -1.53144 1.21212
H -0.64205 -0.35307 -0.03427
*
```

Properties
HOMO, eV: -14.26
LUMO energy, eV: -4.52
Kohn-Sham gap, eV: 9.7

The computed Löwdin charges, all in e, follow: atom 1 (C): 0.164, atom 2 (C): -0.096, atom 3 (C): -0.107, atom 4 (C): -0.090, atom 5 (N): 0.254, atom 6 (H): 0.091, atom 7 (H): 0.149, atom 8 (H): 0.085, atom 9 (H): 0.050, atom 10 (H): 0.034, atom 11 (H): 0.112, atom 12 (H): 0.173, atom 13 (H): 0.182

=====

#Q
Molecular formula: C4H8N
Method: DFT, ωB97M-V/def2-TZVPD

Geometry as ORCA input:
```
! wB97M-V def2-TZVPD RIJCOSX def2/J DEFGRID3
* xyz 1 1
C 1.73820 0.11869 -0.24807
C 0.83638 1.06119 0.08299
C 0.78160 -0.99579 -0.07772
C -1.64045 0.28001 -0.30277
N -0.26680 0.12148 0.21808
H 2.86025 0.14462 -0.53330
H 0.58275 2.15759 0.18502
H 0.62603 -1.90088 -0.73897
H 0.90714 -1.58831 0.93233
H -1.44121 0.02572 -1.37565
H -2.29652 -0.42771 0.19150
H -1.95490 1.22068 -0.17130
H -0.73247 -0.21729 1.83787
*
```

Properties
HOMO (alpha / beta), eV: -14.98 / -14.98
LUMO energy (alpha / beta), eV: -6.23 / -6.24
Kohn-Sham gap (alpha / beta), eV: 8.8 / 8.7

The computed Löwdin charges, all in e, follow: atom 1 (C): 0.008, atom 2 (C): -0.030, atom 3 (C): -0.106, atom 4 (C): -0.010, atom 5 (N): -0.162, atom 6 (H): 0.168, atom 7 (H): 0.162, atom 8 (H): 0.152, atom 9 (H): 0.150, atom 10 (H): 0.134, atom 11 (H): 0.102, atom 12 (H): 0.056, atom 13 (H): 0.375

=====

Q: Which of them is the least stable? A: #Q.